1.
DFT (ωB97M-V with the def2-TZVPD basis set) results for C20H24AsCl2N4O9OsP3S4 as an isolated structure.

Each line ends with the natural charge from an NBO analysis.
CARTESIAN COORDINATES (ANGSTROEM)
Os 0.343 0.601 2.685  1.170
S -0.525 0.124 7.369  -0.625
As -1.179 -0.212 5.434  0.967
S -1.142 1.621 4.039  -0.305
S 0.323 -1.212 4.068  -0.337
S -3.033 -1.194 5.172  -0.757
O 4.266 2.606 4.023  -0.998
P 2.893 1.754 3.996  2.527
O 2.283 1.690 5.321  -1.096
O 2.112 2.200 2.767  -1.162
O 3.491 0.262 3.564  -1.105
P 3.368 -0.458 2.157  2.575
O 4.246 0.531 1.217  -1.015
O 3.930 -1.815 2.141  -1.130
O 1.898 -0.315 1.657  -1.132
H 4.678 2.568 3.153  0.492
H 4.656 0.011 0.518  0.502
Cl 1.813 -2.898 -0.775  0.030
C 0.987 -2.409 -2.212  0.024
C 0.432 -3.389 -3.017  -0.260
C -0.215 -3.039 -4.190  -0.232
C -0.336 -1.699 -4.519  -0.232
C 0.195 -0.723 -3.693  -0.047
Cl -0.153 0.927 -4.087  0.035
C 0.914 -1.042 -2.526  0.084
N 1.473 -0.081 -1.702  -0.628
C 2.311 0.944 -2.200  0.148
C 3.014 0.741 -3.386  -0.197
C 3.800 1.739 -3.935  -0.240
C 3.909 2.956 -3.280  -0.247
C 3.241 3.134 -2.078  -0.184
C 2.442 2.149 -1.504  0.012
C 1.826 2.406 -0.157  -0.572
C 0.311 2.304 -0.063  0.820
O -0.387 2.757 -0.959  -0.674
O -0.195 1.793 1.019  -0.799
H 0.531 -4.423 -2.716  0.221
H -0.646 -3.800 -4.826  0.209
H -0.880 -1.385 -5.399  0.220
H 1.574 -0.311 -0.717  0.439
H 2.925 -0.214 -3.889  0.201
H 4.321 1.561 -4.867  0.197
H 4.510 3.757 -3.693  0.198
H 3.335 4.076 -1.550  0.203
H 2.054 3.439 0.113  0.236
H 2.290 1.792 0.607  0.278
C -3.763 -2.061 -0.672  -0.068
N -3.517 -0.657 -0.994  -0.469
C -4.538 0.150 -0.333  -0.067
N -4.630 -0.060 1.105  -0.469
C -4.842 -1.484 1.363  -0.075
N -3.841 -2.365 0.755  -0.469
C -2.530 -2.183 1.404  -0.557
P -1.890 -0.459 1.246  0.875
C -2.169 -0.242 -0.571  -0.546
C -3.424 0.418 1.796  -0.555
H -2.971 -2.666 -1.117  0.191
H -4.718 -2.344 -1.127  0.179
H -5.507 -0.101 -0.777  0.177
H -4.324 1.204 -0.523  0.199
H -5.819 -1.757 0.951  0.176
H -4.846 -1.647 2.441  0.218
H -1.809 -2.882 0.970  0.215
H -2.614 -2.405 2.470  0.260
H -1.436 -0.837 -1.118  0.208
H -1.989 0.805 -0.829  0.262
H -3.293 1.487 1.614  0.231
H -3.533 0.265 2.868  0.268

Computed properties:
energy above the lowest of the compared OMol25 structures with the same formula, charge and spin	0.679	eV
total charge	-2
energy	-7536.856630	a.u.
<S²>	6.03
molecular weight	1021.679	g mol⁻¹
LUMO level (spin up / spin down)	3.8 / 3.3	eV
Kohn-Sham gap (spin up / spin down)	6.376 / 6.019	eV
2S+1	5


2.
DFT (ωB97M-V with the def2-TZVPD basis set) results for C20H24ClN3O2 in the gas phase.

Each line ends with the natural charge from an NBO analysis.
CARTESIAN COORDINATES (ANGSTROEM)
C -0.851 -3.168 0.298  -0.252
H -0.914 -2.913 1.361  0.177
O -2.127 -3.293 -0.280  -0.495
C -2.938 -2.197 -0.295  0.306
C -2.607 -0.963 0.245  -0.284
C -3.494 0.104 0.166  -0.014
C -4.724 -0.069 -0.447  -0.245
C -5.064 -1.305 -0.975  -0.189
C -4.183 -2.363 -0.906  -0.256
H -4.430 -3.329 -1.319  0.221
H -6.024 -1.441 -1.450  0.213
H -5.416 0.758 -0.513  0.208
C -3.089 1.426 0.766  -0.233
N -1.667 1.640 0.587  -0.450
C -1.316 1.945 -0.785  -0.231
C 0.198 1.847 -0.938  -0.231
N 0.840 2.758 -0.012  -0.445
C 2.252 2.972 -0.265  -0.304
C 3.074 1.748 -0.684  0.670
O 3.766 1.750 -1.676  -0.595
N 2.931 0.680 0.155  -0.648
C 3.379 -0.626 -0.017  0.206
C 4.298 -0.996 -0.996  -0.244
C 4.696 -2.313 -1.123  -0.193
C 4.194 -3.288 -0.278  -0.225
C 3.280 -2.941 0.702  -0.209
C 2.880 -1.625 0.826  -0.096
Cl 1.723 -1.217 2.063  -0.010
H 2.875 -3.688 1.368  0.227
H 4.506 -4.316 -0.378  0.219
H 5.408 -2.578 -1.889  0.219
H 4.683 -0.236 -1.656  0.259
H 2.322 0.797 0.956  0.415
H 2.345 3.690 -1.089  0.225
H 2.710 3.417 0.622  0.219
C 0.442 2.502 1.356  -0.220
C -1.079 2.630 1.461  -0.216
H -1.388 2.433 2.490  0.202
H -1.379 3.657 1.189  0.171
H 0.921 3.237 2.007  0.204
H 0.700 1.489 1.711  0.159
H 0.492 2.122 -1.953  0.212
H 0.490 0.797 -0.763  0.172
H -1.798 1.220 -1.443  0.218
H -1.649 2.959 -1.069  0.171
H -3.695 2.241 0.334  0.176
H -3.291 1.398 1.843  0.210
H -1.658 -0.790 0.725  0.230
H -0.380 -4.144 0.189  0.198
H -0.245 -2.417 -0.220  0.178

Computed properties:
energy above the lowest of the compared OMol25 structures with the same formula, charge and spin	0.774	eV
energy	-1551.464316	a.u.
molecular weight	373.884	g mol⁻¹
LUMO level	0.6	eV
Kohn-Sham gap	9.047	eV


3.
DFT (ωB97M-V with the def2-TZVPD basis set) results for C20H24ClN3O3S in the gas phase.

Each line ends with the natural charge from an NBO analysis.
CARTESIAN COORDINATES (ANGSTROEM)
C -1.919 3.332 7.258  -0.248
O -1.484 2.242 6.486  -0.528
C -2.327 2.006 5.381  -0.073
C -1.760 0.879 4.578  -0.097
C -2.357 -0.348 4.433  -0.386
S -1.453 -1.405 3.435  0.476
C -0.232 -0.203 3.187  -0.325
C 0.997 -0.462 2.430  0.664
O 2.004 0.175 2.691  -0.563
N 0.987 -1.535 1.540  -0.498
C 2.210 -2.340 1.494  -0.204
C 3.256 -1.730 0.575  -0.422
C 2.676 -1.529 -0.819  -0.404
C 1.319 -0.824 -0.790  -0.069
N 0.738 -0.806 -2.115  -0.612
C 1.102 0.065 -3.081  0.670
O 1.954 0.922 -2.910  -0.623
C 0.380 -0.067 -4.391  -0.119
C -0.179 -1.270 -4.824  -0.238
C -0.831 -1.333 -6.045  -0.199
C -0.932 -0.205 -6.843  -0.119
Cl -1.754 -0.316 -8.364  -0.004
C -0.368 1.004 -6.430  0.247
N -0.459 2.135 -7.210  -0.826
C 0.289 1.053 -5.203  -0.238
C 0.329 -1.425 0.234  -0.014
C -0.986 -0.656 0.221  -0.630
C -0.539 0.941 3.874  -0.169
H -1.230 3.454 8.090  0.197
H -1.926 4.259 6.675  0.164
H -2.924 3.160 7.663  0.163
H -3.340 1.760 5.725  0.171
H -2.408 2.909 4.761  0.174
H -3.283 -0.683 4.873  0.238
H 2.579 -2.512 2.503  0.219
H 1.917 -3.326 1.116  0.190
H 3.606 -0.784 0.985  0.230
H 4.135 -2.380 0.525  0.210
H 3.369 -0.952 -1.430  0.235
H 2.556 -2.509 -1.296  0.191
H 1.483 0.213 -0.475  0.218
H -0.044 -1.412 -2.303  0.396
H -0.090 -2.175 -4.238  0.209
H -1.259 -2.265 -6.387  0.227
H 0.075 2.942 -6.965  0.395
H -0.834 2.041 -8.133  0.400
H 0.736 1.983 -4.874  0.233
H 0.101 -2.454 -0.073  0.186
H -1.348 -0.548 -0.801  0.219
H -1.764 -1.182 0.767  0.226
H -0.879 0.353 0.621  0.221
H 0.110 1.806 3.880  0.242

Computed properties:
energy above the lowest of the compared OMol25 structures with the same formula, charge and spin	0.413	eV
energy	-2024.914740	a.u.
molecular weight	421.950	g mol⁻¹
LUMO level	0.4	eV
Kohn-Sham gap	8.674	eV


4.
DFT (ωB97M-V with the def2-TZVPD basis set) results for C20H24ClN3O4 in the gas phase.

Each line ends with the natural charge from an NBO analysis.
CARTESIAN COORDINATES (ANGSTROEM)
C -0.638 3.192 -1.317  -0.641
C -2.036 3.617 -0.888  -0.075
H -2.458 4.348 -1.581  0.192
H -2.017 4.031 0.125  0.197
O -2.939 2.511 -0.919  -0.511
C -2.919 1.687 0.140  0.786
O -2.271 1.888 1.141  -0.614
C -3.781 0.530 -0.082  -0.025
C -3.842 -0.700 0.573  -0.084
C -4.850 -1.396 -0.113  -0.060
N -5.368 -0.664 -1.084  -0.229
N -4.717 0.482 -1.066  -0.289
H -4.931 1.213 -1.727  0.421
H -5.218 -2.385 0.074  0.211
C -2.920 -1.210 1.635  -0.239
N -1.738 -1.869 1.101  -0.438
C -0.936 -1.007 0.262  -0.227
H -0.831 -0.044 0.759  0.236
C 0.455 -1.624 0.057  -0.323
C 1.261 -0.729 -0.865  0.620
O 0.967 -0.559 -2.023  -0.527
C 2.479 -0.113 -0.253  -0.194
C 3.730 -0.478 -0.719  -0.181
C 4.869 0.050 -0.131  -0.069
C 4.764 0.957 0.909  -0.205
C 3.515 1.351 1.358  -0.297
C 2.362 0.826 0.785  0.390
O 1.098 1.177 1.125  -0.522
C 0.888 2.115 2.159  -0.265
H -0.194 2.227 2.222  0.231
H 1.277 1.750 3.114  0.179
H 1.344 3.081 1.920  0.177
H 3.453 2.070 2.159  0.224
H 5.654 1.364 1.364  0.229
Cl 6.427 -0.430 -0.702  0.005
H 3.810 -1.182 -1.533  0.235
H 0.948 -1.718 1.027  0.216
C 0.292 -3.007 -0.585  -0.391
C -0.654 -3.857 0.256  -0.398
C -1.987 -3.138 0.447  -0.221
H -2.642 -3.736 1.086  0.198
H -2.480 -3.011 -0.533  0.167
H -0.208 -4.033 1.237  0.203
H -0.821 -4.821 -0.227  0.210
H 1.265 -3.496 -0.672  0.209
H -0.115 -2.878 -1.590  0.216
H -1.388 -0.845 -0.733  0.175
H -3.444 -1.929 2.270  0.207
H -2.579 -0.373 2.248  0.228
H 0.017 4.059 -1.334  0.217
H -0.665 2.748 -2.309  0.220
H -0.237 2.458 -0.623  0.226

Computed properties:
energy above the lowest of the compared OMol25 structures with the same formula, charge and spin	1.197	eV
energy	-1701.943901	a.u.
molecular weight	405.882	g mol⁻¹
LUMO level	0.6	eV
Kohn-Sham gap	9.130	eV